# C6H14O2S2

C6H14O2S2 in the gas phase in a non-equilibrium geometry (wB97M-V/def2-TZVPD, the Open Molecules 2025 dataset).

## Properties
Net charge: 0
Kohn-Sham gap (eV): 9.603
LUMO energy (eV): 0.6
Energy above the lowest of the compared OMol25 structures with the same formula, charge and spin (kcal/mol): 46.5
E_tot (Ha): -1183.77096

Last column: Löwdin charge in e.
CARTESIAN COORDINATES (ANGSTROEM)
1 H -2.125112 -2.148590 0.672401  0.04
2 H -0.271155 0.055750 2.320835  0.05
3 C -2.449274 -1.569269 -0.163167  -0.12
4 S -1.735914 0.139109 -0.063436  0.57
5 H -0.242124 -1.612327 1.659924  0.11
6 H 3.202195 -1.330948 -1.315974  0.02
7 C 0.480715 2.305803 -1.162028  -0.14
8 C 0.616882 1.601493 0.196532  -0.16
9 C 0.224081 -0.576632 1.663462  -0.13
10 H -2.077503 -2.085052 -0.947700  0.00
11 O -2.303770 0.777192 1.073855  -0.30
12 H -3.512539 -1.446442 0.008676  0.08
13 H 1.530635 2.594354 -1.554798  0.10
14 H 1.649852 1.468696 0.543371  0.10
15 H 1.201625 -0.391112 2.110083  0.09
16 S 0.626257 -1.098982 -1.086509  0.88
17 H -0.031070 3.274048 -1.050974  0.07
18 H -0.014435 2.146756 0.819769  0.06
19 C 2.424757 -1.459608 -0.633422  -0.28
20 O -2.021474 0.701383 -1.340210  -0.32
21 C 0.065060 -0.094460 0.255079  -0.81
22 H -0.105715 1.850174 -1.970228  0.05
23 H 2.406637 -0.697858 0.111944  -0.01
24 H 2.461378 -2.403470 -0.147496  0.02

Forces on the atoms, in the same order (eV/Å):
H 0.41 -0.17 1.02
H -1.91 1.08 0.96
C -0.09 2.38 3.18
S -0.79 -2.51 -0.27
H 1.21 1.00 0.81
H 0.66 0.42 -1.56
C 1.91 1.16 -1.05
C -0.25 -3.49 -1.94
C 0.01 -1.73 -0.76
H 0.52 -1.20 -3.11
O -0.11 0.51 1.20
H -0.18 0.10 -0.74
H -1.66 -0.64 0.37
H -0.37 0.49 0.01
H 0.64 -1.12 -0.67
S 1.13 -0.99 -1.37
H 0.18 -0.23 0.34
H -0.69 0.45 1.87
C -2.98 0.67 1.48
O 0.43 0.48 -0.98
C 0.10 4.22 -0.32
H 0.52 -0.50 0.49
H 1.22 0.44 0.79
H 0.11 -0.82 0.25